ORCA calculation (ωB97M-V/def2-TZVPD) on a 2-piece molecular cluster, C4H6IN2 overall.

Properties
Maximum force = 4.2 eV Å⁻¹
Net charge = +1
Energy relative to the best compared isomer or geometry (same formula, charge and spin) = 3.746 eV
Energy = -562.83250 hartree

Element x y z (Å)
1 C 2.39595 -1.72997 1.04327
2 C 2.99552 -0.59256 0.46271
3 C -1.63634 1.06695 -0.40035
4 C 1.73158 -0.55971 1.16432
5 N -1.08580 0.14762 0.25848
6 N -2.65728 0.99427 -1.31338
7 I 4.39488 0.28449 -0.62466
8 H 2.42744 -2.79845 1.00695
9 H -1.35580 2.06115 -0.28736
10 H 0.78532 -0.07107 1.65595
11 H -1.68784 -0.65806 0.36633
12 H -3.23321 1.72503 -1.67442
13 H -3.07442 0.13030 -1.65784